a.
ORCA calculation (ωB97M-V/def2-TZVPD) on a 2-piece molecular cluster, C4H7NO overall.

Calculated values
Frontier orbital gap = 0.34571 hartree
LUMO level = 0.01 eV
M = 85.1 u

```
! RIJCOSX wB97M-V def2-TZVPD def2/J DEFGRID3
* xyz 0 1
N -0.80 -2.18 -0.19
C -0.42 -0.96 -0.16
C -0.05 -0.27 1.14
C 0.64 0.87 0.48
C 0.02 1.21 -0.83
O -0.73 0.04 -1.13
H -0.90 -2.51 -1.15
H -0.96 -0.08 1.71
H 0.66 -0.85 1.75
H 1.24 -0.47 -0.34
H 1.12 1.67 1.07
H 0.82 1.44 -1.56
H -0.65 2.08 -0.78
*
```

Atomic partial charges in e from the natural (NBO) method, atoms 1 to 8: -0.6649, 0.5019, -0.5220, -0.1877, -0.1246, -0.5125, 0.3481, 0.2054

=====

b.
ORCA calculation (ωB97M-V/def2-TZVPD) on one molecule with the formula C4H7NO.

Calculated values
Frontier orbital gap (spin up / spin down) = 0.26690 / 0.28678 hartree
LUMO level (spin up / spin down) = 0.75 / 0.84 eV
M = 85.1 u

```
! RIJCOSX wB97M-V def2-TZVPD def2/J DEFGRID3
* xyz 0 1
C -1.40 1.48 -0.08
C -0.44 0.35 -0.13
N 0.03 -0.35 0.97
C 0.89 -1.40 0.36
C 1.41 -0.66 -0.84
O 0.29 0.14 -1.17
H -0.93 2.39 0.33
H -2.25 1.23 0.57
H -1.77 1.71 -1.08
H 1.64 -1.74 1.08
H 0.22 -2.25 0.13
H 1.74 -1.20 -1.72
H 0.58 0.29 1.57
*
```

Atomic partial charges in e from the natural (NBO) method, atoms 1 to 8: -0.6818, 0.5392, -0.6291, -0.2875, -0.2173, -0.3543, 0.2282, 0.2394

=====

c.
ORCA calculation (ωB97M-V/def2-TZVPD) on C4H7NO as an isolated structure.

Calculated values
Frontier orbital gap (spin up / spin down) = 0.29528 / 0.29531 hartree
LUMO level (spin up / spin down) = -1.18 / -1.17 eV
M = 85.1 u

```
! RIJCOSX wB97M-V def2-TZVPD def2/J DEFGRID3
* xyz 0 1
O 0.67 0.32 -1.91
C 1.49 0.33 -0.90
N 1.17 0.66 0.32
C -0.22 1.05 0.46
C -1.04 -0.21 0.17
C -0.48 -1.34 0.72
H 2.51 -0.03 -1.08
H -0.41 1.41 1.48
H -0.51 1.84 -0.24
H -2.14 -0.19 0.17
H -0.56 -0.24 -1.15
H -0.86 -2.35 0.58
H 0.38 -1.26 1.37
*
```

Atomic partial charges in e from the natural (NBO) method, atoms 1 to 8: -0.6867, 0.4150, -0.5585, -0.2721, -0.4923, -0.0774, 0.1457, 0.2077

=====

Most stable structure - b; separation to the second - 0.538 eV.

=====

a.
ORCA calculation (ωB97M-V/def2-TZVPD) on C4H7NO as an isolated structure.

Calculated values
Frontier orbital gap (spin up / spin down) = 0.29386 / 0.29312 hartree
LUMO level (spin up / spin down) = -0.27 / -0.28 eV
M = 85.1 u

```
! RIJCOSX wB97M-V def2-TZVPD def2/J DEFGRID3
* xyz 0 1
C -0.98 1.72 -0.05
C -0.32 0.38 -0.09
N -0.25 -0.43 -1.15
C 0.55 -1.46 -0.58
C 0.94 -0.90 0.76
O 1.03 0.42 0.61
H -1.13 2.05 0.98
H -1.95 1.65 -0.56
H -0.35 2.44 -0.57
H 0.02 -2.43 -0.57
H 1.52 -1.62 -1.09
H 1.63 -1.37 1.46
H -0.72 -0.45 0.85
*
```

Atomic partial charges in e from the natural (NBO) method, atoms 1 to 8: -0.6420, 0.2943, -0.4980, -0.3470, 0.2233, -0.5245, 0.2287, 0.2385

=====

b.
ORCA calculation (ωB97M-V/def2-TZVPD) on one molecule with the formula C4H7NO.

Calculated values
Structure (SMILES) = [H]/N=C\C(C)=C/O
Frontier orbital gap = 0.35795 hartree
LUMO level = 0.92 eV
M = 85.1 u

```
! RIJCOSX wB97M-V def2-TZVPD def2/J DEFGRID3
* xyz 0 1
H 0.17 2.01 -0.51
N 0.18 1.54 -1.42
C 0.21 0.28 -1.20
C -0.05 -0.24 0.17
C -1.41 -0.83 0.38
C 0.94 -0.05 1.05
O 2.10 0.47 0.59
H 0.30 -0.40 -2.06
H -1.74 -0.74 1.42
H -2.15 -0.33 -0.25
H -1.41 -1.89 0.11
H 0.92 -0.31 2.10
H 1.95 0.48 -0.39
*
```

Atomic partial charges in e from the natural (NBO) method, atoms 1 to 8: 0.3343, -0.5576, 0.0513, -0.2092, -0.6244, 0.1575, -0.6720, 0.1852

=====

Most stable structure - b; separation to the second - 3.051 eV.

=====

a.
ORCA calculation (ωB97M-V/def2-TZVPD) on one molecule with the formula C4H7NO.

Calculated values
Frontier orbital gap (spin up / spin down) = 0.28683 / 0.28691 hartree
LUMO level (spin up / spin down) = 0.07 / 0.07 eV
M = 85.1 u

```
! RIJCOSX wB97M-V def2-TZVPD def2/J DEFGRID3
* xyz 0 1
C 1.63 0.37 -0.28
N 0.22 0.30 0.14
C -0.52 1.38 0.04
C -0.27 -0.92 0.50
C -1.58 -1.31 0.09
O -2.14 -2.36 0.38
H 2.00 1.39 -0.18
H 1.70 0.04 -1.32
H 2.21 -0.30 0.35
H -1.51 1.38 0.48
H -0.14 2.24 -0.50
H 0.44 -1.63 0.91
H -2.04 -0.58 -0.62
*
```

Atomic partial charges in e from the natural (NBO) method, atoms 1 to 8: -0.4085, -0.2172, -0.1900, -0.2872, 0.3300, -0.5894, 0.2106, 0.2233

=====

b.
ORCA calculation (ωB97M-V/def2-TZVPD) on a 2-piece molecular cluster, C4H7NO overall.

Calculated values
Frontier orbital gap = 0.34554 hartree
LUMO level = 1.05 eV
M = 85.1 u

```
! RIJCOSX wB97M-V def2-TZVPD def2/J DEFGRID3
* xyz 0 1
C 1.60 1.22 -0.11
C 0.92 0.24 -1.03
C -1.28 -1.78 0.22
N -1.48 -0.65 0.76
C -1.50 0.48 1.24
O -0.02 0.50 -1.74
H 2.63 1.38 -0.46
H 1.05 2.16 -0.09
H 1.65 0.79 0.90
H 1.34 -0.79 -1.01
H -1.13 -1.83 -0.85
H -1.28 -2.67 0.84
H -2.49 0.94 1.34
*
```

Atomic partial charges in e from the natural (NBO) method, atoms 1 to 8: -0.7259, 0.4502, -0.2526, -0.2944, -0.0413, -0.5374, 0.2314, 0.2368

=====

Most stable structure - a; separation to the second - 0.876 eV.

=====

a.
ORCA calculation (ωB97M-V/def2-TZVPD) on one molecule with the formula C4H7NO.

Calculated values
Frontier orbital gap = 0.31643 hartree
LUMO level = -0.33 eV
M = 85.1 u

```
! RIJCOSX wB97M-V def2-TZVPD def2/J DEFGRID3
* xyz 0 1
C -0.92 0.08 1.32
C -0.22 0.72 0.18
C 1.19 0.58 -0.05
N 1.04 -0.82 -0.54
C 0.15 -1.07 -1.49
O -0.90 -0.47 -1.76
H -1.74 -0.53 0.95
H -0.24 -0.53 1.92
H -1.36 0.87 1.95
H -0.82 1.34 -0.48
H 1.61 1.25 -0.80
H 1.81 0.55 0.85
H 0.42 -1.98 -2.06
*
```

Atomic partial charges in e from the natural (NBO) method, atoms 1 to 8: -0.6947, 0.2055, -0.3365, -0.5350, 0.4624, -0.6593, 0.2595, 0.2320

=====

b.
ORCA calculation (ωB97M-V/def2-TZVPD) on one molecule with the formula C4H7NO.

Calculated values
Frontier orbital gap (spin up / spin down) = 0.27970 / 0.29810 hartree
LUMO level (spin up / spin down) = 0.56 / 0.77 eV
M = 85.1 u

```
! RIJCOSX wB97M-V def2-TZVPD def2/J DEFGRID3
* xyz 0 1
C 1.37 1.09 -0.09
N 0.29 0.14 -0.33
C -0.28 0.05 -1.52
C -1.30 -1.15 1.12
C 0.01 -0.74 0.68
O -0.39 -0.37 1.96
H 1.01 1.81 0.65
H 2.25 0.57 0.31
H 1.61 1.60 -1.02
H 0.30 0.26 -2.41
H -1.23 -0.47 -1.59
H -2.20 -0.59 0.87
H -1.45 -2.20 1.36
*
```

Atomic partial charges in e from the natural (NBO) method, atoms 1 to 8: -0.4082, -0.2959, -0.2513, -0.1656, 0.2161, -0.4899, 0.2223, 0.2205

=====

Most stable structure - a; separation to the second - 1.600 eV.

=====

a.
ORCA calculation (ωB97M-V/def2-TZVPD) on one molecule with the formula C4H7NO.

Calculated values
Structure (SMILES) = C1N[C@H]1[C@H]1CO1
Frontier orbital gap = 0.38862 hartree
LUMO level = 1.15 eV
M = 85.1 u

```
! RIJCOSX wB97M-V def2-TZVPD def2/J DEFGRID3
* xyz 0 1
C -1.79 -0.29 -0.02
N -1.17 1.00 0.28
C -0.57 0.15 -0.75
C 0.80 -0.44 -0.45
C 1.77 0.17 0.47
O 0.93 -0.89 0.88
H -1.73 -1.08 0.73
H -2.77 -0.21 -0.50
H -0.63 0.88 1.13
H -0.72 0.50 -1.77
H 1.45 -0.85 -1.22
H 2.82 -0.15 0.45
H 1.60 1.20 0.76
*
```

Atomic partial charges in e from the natural (NBO) method, atoms 1 to 8: -0.2511, -0.5796, -0.1193, 0.0292, -0.1132, -0.4874, 0.2054, 0.1979

=====

b.
ORCA calculation (ωB97M-V/def2-TZVPD) on one molecule with the formula C4H7NO.

Calculated values
Structure (SMILES) = O=CNC1CC1
Frontier orbital gap = 0.38106 hartree
LUMO level = 1.04 eV
M = 85.1 u

```
! RIJCOSX wB97M-V def2-TZVPD def2/J DEFGRID3
* xyz 0 1
O 3.00 -1.37 -0.20
C 2.13 -0.57 -0.45
N 0.95 -0.47 0.22
C -0.12 0.41 -0.15
C -1.20 0.72 0.83
C -1.50 -0.11 -0.40
H 2.22 0.17 -1.26
H 0.82 -1.14 0.96
H 0.23 1.23 -0.78
H -1.19 0.21 1.79
H -1.58 1.74 0.88
H -2.10 0.34 -1.19
H -1.67 -1.17 -0.25
*
```

Atomic partial charges in e from the natural (NBO) method, atoms 1 to 8: -0.6046, 0.5349, -0.6101, -0.0564, -0.4268, -0.4338, 0.1016, 0.4014

=====

Most stable structure - b; separation to the second - 2.110 eV.

=====

a.
ORCA calculation (ωB97M-V/def2-TZVPD) on C5H12O2 as an isolated structure.

Calculated values
Frontier orbital gap = 0.16142 hartree
LUMO level = -3.05 eV
M = 104.1 u

```
! RIJCOSX wB97M-V def2-TZVPD def2/J DEFGRID3
* xyz 0 1
C 1.03 1.37 -2.99
C 0.59 0.74 -1.72
C 0.42 -0.61 -1.64
C 0.15 -1.32 -0.46
C -0.20 -0.68 0.78
H 0.12 1.74 -3.47
H 1.81 2.13 -2.96
H 1.40 0.55 -3.62
H -0.09 1.34 -1.13
H 0.45 -1.22 -2.54
H 0.09 -2.40 -0.57
H 0.49 -0.91 1.61
H -0.09 0.39 0.64
H -1.27 -1.47 4.08
H -1.20 -0.91 1.17
O -0.90 -1.34 3.20
H -0.94 -0.09 3.13
H -1.05 1.65 3.60
O -0.80 1.06 2.89
*
```

Atomic partial charges in e from the natural (NBO) method, atoms 1 to 8: -0.6846, 0.1272, -0.3669, 0.2344, -0.7544, 0.2593, 0.2637, 0.2200

=====

b.
ORCA calculation (ωB97M-V/def2-TZVPD) on a 3-piece molecular cluster, C5H12O2 overall.

Calculated values
Structure (SMILES) = C=CC(=C)C.O.O
Frontier orbital gap = 0.34670 hartree
LUMO level = 0.61 eV
M = 104.1 u

```
! RIJCOSX wB97M-V def2-TZVPD def2/J DEFGRID3
* xyz 0 1
C 2.12 -0.54 -1.02
C 1.56 -0.64 0.18
C 0.71 0.39 0.79
C 0.36 1.50 0.12
C 0.56 0.46 2.29
H 2.17 0.44 -1.46
H 2.46 -1.40 -1.59
H 1.70 -1.49 0.84
H 0.05 2.44 0.55
H 0.33 1.47 -0.96
H 0.33 -0.52 2.71
H -0.22 1.16 2.56
H 1.50 0.74 2.77
O -1.71 -1.18 -0.01
H -1.47 -0.33 0.38
H -2.50 -1.49 0.44
O -2.47 -0.04 -3.07
H -3.27 -0.53 -3.30
H -2.20 -0.45 -2.23
*
```

Atomic partial charges in e from the natural (NBO) method, atoms 1 to 8: -0.3500, -0.2216, -0.0478, -0.3897, -0.6427, 0.1960, 0.2073, 0.2001

=====

c.
ORCA calculation (ωB97M-V/def2-TZVPD) on a 2-piece molecular cluster, C5H12O2 overall.

Calculated values
Frontier orbital gap (spin up / spin down) = 0.30048 / 0.28682 hartree
LUMO level (spin up / spin down) = 0.58 / 0.52 eV
M = 104.1 u

```
! RIJCOSX wB97M-V def2-TZVPD def2/J DEFGRID3
* xyz 0 1
C -0.53 -2.12 1.02
O -0.38 -0.80 0.99
C 0.26 -0.12 0.11
C -1.43 -0.99 -1.71
C 0.12 1.36 0.12
C 1.44 2.01 0.53
O 1.78 1.67 1.85
H 0.21 -2.72 0.50
H -1.38 -1.57 -0.74
H -1.04 -2.48 1.90
H 0.92 -0.64 -0.58
H -2.43 -1.22 -2.05
H -0.68 -1.38 -2.40
H -1.34 0.10 -1.70
H -0.68 1.63 0.82
H -0.18 1.74 -0.88
H 2.22 1.69 -0.18
H 1.37 3.10 0.49
H 1.74 0.71 1.92
*
```

Atomic partial charges in e from the natural (NBO) method, atoms 1 to 8: -0.2365, -0.3591, 0.1280, -0.8712, -0.5024, -0.0505, -0.7105, 0.1584

=====

Most stable structure - b; separation to the second - 2.575 eV.